5 unconnected molecules or ions with the total composition C31H52F3I3N2O13 at a distorted geometry, computed with ωB97M-V/def2-TZVPD.

## Properties
Spin multiplicity = 1
M = 1098.5 g/mol
Gap between HOMO and LUMO = 0.321 hartree
E_tot = -95041.7388 eV
HOMO level = -8.555 eV

Cartesian coordinates (Å):
C 2.6795 -1.0144 -1.8315
C 2.9656 0.4577 -1.5335
C 2.0104 1.4975 -2.1602
I 2.5100 1.4393 -4.2705
C 0.5148 1.4884 -1.7272
C 0.5829 0.9882 -0.2304
C -0.6516 1.2291 0.6750
C -1.4644 -0.0403 1.0237
C -0.1240 1.7322 2.0428
C -0.6195 0.5939 -2.3214
C -0.6190 -0.1465 -3.6630
I -1.0723 0.8794 -5.4769
C -0.4167 -1.4571 -3.7471
C -0.1913 -2.3987 -2.6080
I -0.4250 -2.5017 -5.5999
C -1.8676 1.5147 -2.3713
O -2.9588 1.1686 -2.7275
N -1.5443 2.8149 -1.9743
C -0.1022 2.9399 -1.8040
C 0.4021 3.9086 -0.6882
C -0.6346 4.4036 0.2880
N -1.6667 5.0435 -0.0724
C 0.2862 3.7329 -3.1159
C -0.5679 4.9980 -3.3050
C -1.6972 4.9611 -4.3160
F -1.8529 6.2388 -4.8144
F -2.8958 4.6381 -3.7880
F -1.4619 4.1730 -5.3804
H 2.1444 -1.4902 -1.0163
H 3.6343 -1.5309 -1.9062
H 2.1892 -1.1403 -2.7901
H 3.9242 0.6680 -2.0008
H 3.1484 0.6455 -0.4800
H 2.3958 2.4592 -1.8361
H 0.7408 -0.0825 -0.2617
H 1.4106 1.4740 0.2707
H -1.3599 1.9734 0.3318
H -2.2408 -0.1467 0.2653
H -0.8422 -0.9289 1.0483
H -1.9884 0.1377 1.9567
H 0.6349 2.5028 1.9468
H 0.3758 0.8790 2.5072
H -0.9369 2.0038 2.7101
H -0.9784 -0.1674 -1.6352
H -1.1457 -2.8735 -2.3706
H 0.4985 -3.1906 -2.8712
H 0.1134 -1.8955 -1.7012
H -2.1346 3.0857 -1.1952
H 0.8278 4.7979 -1.1410
H 1.2149 3.4873 -0.1048
H -0.4591 4.2348 1.3477
H -2.1983 5.2989 0.7574
H 0.1452 3.0566 -3.9532
H 1.3351 4.0147 -3.1069
H 0.0958 5.7813 -3.6611
H -0.9959 5.3731 -2.3788
C 0.9415 -7.0213 0.0680
O 0.0970 -5.8680 0.0213
C -1.1921 -6.1273 0.2563
O -1.6588 -7.2101 0.4844
O -1.8708 -4.9807 0.1897
C -3.2786 -5.1251 0.4077
H 1.9496 -6.6735 -0.1390
H 0.9137 -7.4785 1.0553
H 0.6474 -7.7437 -0.6902
H -3.4741 -5.5220 1.4015
H -3.7199 -5.7688 -0.3502
H -3.7063 -4.1298 0.3276
C 5.8926 1.0108 4.1250
O 6.9315 0.7255 3.1855
C 6.5057 0.5540 1.9362
O 5.3628 0.6218 1.5650
O 7.5609 0.2922 1.1674
C 7.2456 0.0831 -0.2109
H 6.3742 1.1259 5.0914
H 5.3824 1.9361 3.8643
H 5.1803 0.1890 4.1723
H 6.7897 0.9734 -0.6406
H 6.5833 -0.7728 -0.3281
H 8.1857 -0.1181 -0.7156
C -5.1180 0.8514 -1.1455
O -5.3958 0.5299 0.2322
C -6.6112 0.8671 0.6493
O -7.4674 1.3987 -0.0064
O -6.7236 0.5133 1.9348
C -7.9918 0.8205 2.5142
H -4.1093 0.5245 -1.3568
H -5.8051 0.3243 -1.8052
H -5.1868 1.9242 -1.3095
H -8.7900 0.2919 1.9966
H -8.1766 1.8929 2.4907
H -7.9496 0.4855 3.5467
C 2.0537 -2.2213 6.5164
O 2.3288 -2.2551 5.1142
C 1.4230 -2.9226 4.3976
O 0.4429 -3.4668 4.8321
O 1.7928 -2.8802 3.1186
C 0.9042 -3.5618 2.2290
H 2.8585 -1.6545 6.9755
H 1.1057 -1.7235 6.7104
H 2.0405 -3.2277 6.9301
H -0.0888 -3.1156 2.2555
H 0.8467 -4.6197 2.4756
H 1.3076 -3.4572 1.2258

---

2 unconnected molecules or ions with the total composition CHBrClF at a distorted geometry, computed with ωB97M-V/def2-TZVPD.

## Properties
Spin multiplicity = 3
M = 147.4 g/mol
Gap between HOMO and LUMO (alpha / beta) = 0.322 / 0.325 hartree
E_tot = -86330.1064 eV
Expectation value of S² = 2.004
HOMO level (alpha / beta) = -8.227 / -11.264 eV

Cartesian coordinates (Å):
C 0.3284 0.7941 -1.4073
F 1.6603 0.7909 -1.5267
Cl -0.3874 -0.0774 -2.6732
Br -0.2255 2.6136 -1.1342
H -0.4344 -0.2051 0.1306

---

C3H2O2 in the gas phase at a distorted geometry, computed with ωB97M-V/def2-TZVPD.

## Properties
Spin multiplicity = 1
M = 70.0 g/mol
Gap between HOMO and LUMO = 0.379 hartree
E_tot = -7234.7976 eV
SMILES string = C#CC(=O)O
Energy relative to the best compared isomer or geometry (same formula, charge and spin) = 203.1 kJ/mol
HOMO level = -10.164 eV

Cartesian coordinates (Å):
C 0.7526 0.1213 0.1501
C -0.6894 0.0521 0.2472
C -1.9566 0.0596 -0.0765
H 2.2988 -0.5143 0.0456
H -3.0843 -0.1389 -0.2530
O 1.4769 -0.8454 -0.0633
O 1.2019 1.2656 -0.0500

---

A molecular structure, C40H47CaN4O4STe, computed with ωB97M-V/def2-TZVPD.

## Properties
Spin multiplicity = 1
M = 847.6 g/mol
Gap between HOMO and LUMO = 0.239 hartree
E_tot = -92968.4069 eV
Charge = -1
Energy relative to the best compared isomer or geometry (same formula, charge and spin) = 20.0 kJ/mol
HOMO level = -4.171 eV

Cartesian coordinates (Å):
Ca 0.5096 -0.3587 -0.0722
C 2.1149 5.3542 2.7171
C 1.0274 4.3232 2.5761
C -0.2365 4.6728 2.1171
C -1.2367 3.7180 1.9775
C -0.9678 2.4035 2.3097
C 0.2879 2.0299 2.7734
C 1.2785 2.9873 2.8918
S -2.2485 1.1822 2.1939
O -2.2795 0.4556 3.4502
O -3.4710 1.8732 1.8417
N -1.6784 0.2764 1.0085
C -2.2975 -0.9049 0.7172
C -3.5867 -1.3078 1.1330
C -4.0569 -2.5336 0.7303
C -3.2726 -3.3640 -0.0741
C -2.0292 -2.8995 -0.4397
N -1.5481 -1.7162 -0.0584
H 1.7278 6.3610 2.5605
H 2.9106 5.1835 1.9882
H 2.5686 5.3115 3.7085
H -0.4447 5.7058 1.8612
H -2.2252 3.9798 1.6231
H 0.4993 1.0002 3.0285
H 2.2611 2.6887 3.2388
H -4.1826 -0.6502 1.7496
H -5.0433 -2.8543 1.0447
H -3.6222 -4.3309 -0.4064
H -1.3787 -3.4898 -1.0751
N 2.4532 -2.0106 -0.3898
C 2.8711 -2.4826 0.9216
C 2.5415 -1.4617 2.0049
O 2.7804 -1.7905 3.1666
O 2.0128 -0.3691 1.6101
H 2.5072 -2.7445 -1.0861
H 3.0700 -1.2698 -0.7112
H 3.9369 -2.7178 0.9899
H 2.3199 -3.3926 1.1647
C -0.2301 -4.1292 -3.5943
C -0.0867 -2.6780 -3.9751
C -0.3454 -2.2751 -5.2891
C -0.2133 -0.9360 -5.6202
C -0.5100 -0.4706 -7.0243
C 0.1596 0.0018 -4.6637
C 0.4096 -0.3473 -3.3126
C 0.2877 -1.7439 -3.0358
N 0.7373 0.4683 -2.2750
C 0.9222 1.8998 -2.4494
C 1.2567 2.4636 -1.0532
C 1.5061 3.9747 -1.0779
C 2.6680 4.2901 -2.0229
C 2.3333 3.7709 -3.4224
C 1.0564 4.4501 -3.9304
C -0.1039 4.1597 -2.9719
C 0.2436 4.6822 -1.5779
C -0.3521 2.6506 -2.9046
C 2.1135 2.2569 -3.3612
H -1.2822 -4.3950 -3.4602
H 0.2880 -4.3493 -2.6586
H 0.1741 -4.7836 -4.3685
H -0.6322 -3.0036 -6.0403
H -0.4190 -1.2894 -7.7393
H 0.1695 0.3275 -7.3288
H -1.5277 -0.0786 -7.0967
H 0.2479 1.0248 -4.9944
H 0.5130 -2.0887 -2.0297
H 2.1426 1.9439 -0.6622
H 0.4144 2.2660 -0.3725
H 1.7430 4.3155 -0.0685
H 3.5865 3.8179 -1.6587
H 2.8428 5.3717 -2.0488
H 3.1596 3.9916 -4.1062
H 0.8129 4.0790 -4.9319
H 1.2134 5.5314 -4.0129
H -1.0085 4.6604 -3.3323
H -0.5859 4.4898 -0.8908
H 0.4053 5.7662 -1.6036
H -0.6991 2.2881 -3.8706
H -1.1459 2.4264 -2.1839
H 3.0018 1.7571 -2.9585
H 1.9651 1.8644 -4.3672
C -2.0849 -2.6747 4.4220
Te -0.1853 -1.8463 3.8982
C 0.5781 -3.7820 4.3953
C -0.5006 -4.4698 5.1953
C -0.2377 -5.6310 5.9188
C -1.2347 -6.2579 6.6493
C -2.5190 -5.7248 6.6618
C -2.7917 -4.5712 5.9438
C -1.7962 -3.9311 5.2085
H -2.6478 -2.8919 3.5154
H -2.6520 -1.9488 5.0019
H 1.5039 -3.6678 4.9535
H 0.8018 -4.3335 3.4815
H 0.7665 -6.0398 5.9119
H -1.0115 -7.1553 7.2131
H -3.3026 -6.2049 7.2350
H -3.7904 -4.1492 5.9564